[1]
Computed, not measured: C14H18N4O2Os as an isolated structure at a distorted geometry, with wB97M-V/def2-TZVPD.

The geometry in XYZ format:
```
39
Properties=species:S:1:pos:R:3:forces:R:3
N -1.532807 -1.177178 1.044254 -1.07 -1.47 -0.17
C -2.301450 -1.922683 1.511889 0.51 0.84 -0.79
C -3.317345 -2.843753 1.970436 -0.25 -0.34 0.35
H -2.983765 -3.880223 1.828522 0.02 0.19 0.02
H -4.234371 -2.690103 1.386174 0.14 0.05 0.11
H -3.555443 -2.702171 3.034622 0.11 0.08 -0.22
N -0.287632 2.211880 0.218680 -0.41 2.39 0.31
C -0.483496 3.374458 0.204722 0.14 -2.05 -0.40
C -0.771165 4.780819 0.051120 0.14 0.24 -0.06
H -1.760486 4.894283 -0.422480 0.20 0.00 0.20
H 0.003329 5.245514 -0.582083 -0.20 -0.10 0.21
H -0.779957 5.286058 1.033200 -0.03 -0.19 -0.21
N 2.106222 -0.577734 -0.250969 0.48 -0.56 -0.41
C 3.168495 -1.020489 -0.435731 -0.98 0.50 -0.25
C 4.460360 -1.563044 -0.799525 0.45 -0.20 0.08
H 5.284547 -1.003051 -0.334838 -0.26 -0.01 -0.05
H 4.574764 -1.509382 -1.890143 -0.02 0.03 0.16
H 4.543425 -2.614191 -0.492073 -0.10 0.19 -0.01
Os 0.349601 0.501704 1.215632 -0.69 -1.12 -1.27
C 1.852862 1.473440 1.705464 8.42 3.67 1.12
O 2.803016 2.065375 2.026178 -3.82 -1.80 -0.70
C -0.721463 1.044311 2.616440 -6.42 1.18 5.82
O -1.400765 1.374213 3.528342 3.73 -1.19 -4.16
C -2.066711 -0.439260 -1.805156 -1.42 -0.17 0.49
C -1.188327 -1.513241 -1.945538 -0.57 -1.39 0.38
C 0.109106 -1.295863 -2.408377 1.03 -1.10 -0.18
C 0.527294 -0.004728 -2.729049 1.29 0.38 -0.52
C -0.349556 1.070485 -2.584575 0.44 1.17 -0.44
C -1.647913 0.852891 -2.122303 -0.87 1.03 0.08
H -3.089599 -0.609999 -1.461928 0.20 0.03 -0.13
H -1.520393 -2.527085 -1.708269 0.04 0.23 -0.12
H 0.792068 -2.139830 -2.533639 -0.18 0.19 -0.04
H 1.537164 0.165021 -3.109448 -0.24 -0.04 0.02
H -0.026034 2.078992 -2.856559 -0.07 -0.27 0.01
H -2.345286 1.690169 -2.031236 0.13 -0.23 -0.06
N 0.980971 -1.279993 2.162560 -0.02 0.00 0.65
H 0.873365 -2.060496 1.496629 0.14 0.32 0.53
H 0.437956 -1.493334 3.004745 0.09 -0.23 -0.18
H 1.959419 -1.241783 2.464311 -0.10 -0.21 -0.13
```
Forces are in eV/Å.

Values from the calculation:
2S+1: 5
Frontier orbital gap (alpha / beta): 4.49 / 3.99 eV
Total charge: +4
E_HOMO (alpha / beta): -19.18 / -23.02 eV
LUMO level (alpha / beta): -14.684 / -19.024 eV

Löwdin atomic charge list, values in e, 5 entries: atom 1 (N): 0.06, atom 2 (C): -0.15, atom 3 (C): 0.01, atom 4 (H): 0.12, atom 5 (H): 0.12


[2]
Computed, not measured: one molecule with the formula C3H3NO3, with wB97M-V/def2-TZVPD.

The geometry in XYZ format:
```
10
Properties=species:S:1:pos:R:3:forces:R:3
N -1.130676 0.929102 -1.070940 0.16 0.06 -0.30
C -0.193979 0.279174 -0.229403 -0.05 -0.05 0.10
O 1.146669 0.281461 -0.442416 -0.14 -0.05 0.04
C 1.868336 -0.462246 0.427446 -0.07 -0.28 0.49
O 1.415127 -0.999539 1.398276 0.26 0.28 -0.52
C -1.146685 -0.141182 0.601879 0.14 -0.01 0.18
O -2.161078 0.367316 -0.219368 -0.23 0.16 0.10
H -1.234691 0.515075 -1.998274 -0.07 -0.07 0.09
H 2.910084 -0.494292 0.089833 -0.06 0.04 0.08
H -1.316378 -0.507393 1.601306 0.05 -0.09 -0.25
```
Forces are in eV/Å.

Values from the calculation:
Relative energy (zero: lowest compared OMol25 entry of this formula, charge and spin): 100.31 kcal per mole
SMILES: O=COc1co[nH]1
Frontier orbital gap: 9.77 eV
Total charge: 0
E_HOMO: -8.97 eV
LUMO level: 0.797 eV

Löwdin atomic charge list, values in e, 5 entries: atom 1 (N): 0.10, atom 2 (C): -0.32, atom 3 (O): 0.09, atom 4 (C): -0.30, atom 5 (O): 0.10


Number 1: E -27281.4001 eV. Number 2: E -10788.3507 eV.